Density functional theory data (ωB97M-V/def2-TZVPD) for a structure of composition C24H50AlF6N4O16P3 at a distorted geometry.

The geometry in XYZ format:
```
104
Properties=species:S:1:pos:R:3:mulliken_charge:R:1
Al 3.09270 0.85148 3.80434 1.02
P -0.67863 -0.57697 -0.18688 1.28
F -0.89597 -1.14292 -1.68808 -0.37
F 0.95844 -0.57839 -0.23168 -0.36
F -0.84697 0.93712 -0.67833 -0.38
F -0.32919 0.02224 1.29309 -0.41
F -2.23925 -0.49653 0.17370 -0.40
F -0.73627 -2.14289 0.28123 -0.38
C -4.78218 -3.73211 -1.60331 -0.74
C -4.26279 -4.88390 -1.26669 0.55
C -3.26414 -5.72345 -2.06961 0.50
O -2.75539 -6.74332 -1.72489 -0.53
C -2.89974 -5.04272 -3.32993 -0.63
C -3.45008 -3.87275 -3.71414 0.35
C -4.49772 -3.16817 -2.90313 0.94
O -5.04104 -2.19346 -3.38754 -0.58
O -3.18648 -3.35116 -4.91425 -0.47
O -4.70391 -5.51646 -0.15276 -0.49
H -5.55659 -3.26876 -1.01002 0.50
H -2.29774 -5.57304 -4.05295 0.49
H -3.71836 -2.56462 -5.05586 0.38
H -4.36464 -6.40868 -0.05059 0.35
C -1.93781 3.30778 4.41295 0.34
O -0.84976 3.20551 4.91025 -0.64
N -2.81616 4.22454 4.69460 0.12
C -4.01418 4.30064 3.92174 -1.01
C -2.64780 5.24367 5.76936 -0.90
H -2.28862 2.62533 3.62340 0.32
H -4.88765 4.08743 4.53794 0.39
H -4.10017 3.68417 3.02694 0.34
H -4.27433 5.28692 3.53746 0.34
H -2.67739 6.19500 5.23812 0.35
H -3.46152 5.23106 6.49448 0.31
H -1.65690 5.21141 6.22234 0.31
C -1.87046 -2.05196 4.62146 0.30
O -0.92829 -1.35315 4.99027 -0.55
N -3.12737 -1.89602 5.03194 0.13
C -4.25971 -2.30205 4.20370 -0.75
C -3.42568 -1.02529 6.18673 -0.89
H -1.86327 -2.82948 3.84196 0.29
H -4.84751 -1.45106 3.85962 0.32
H -4.99249 -2.86979 4.77713 0.34
H -3.87182 -2.89542 3.37572 0.27
H -4.24983 -1.50670 6.71316 0.37
H -2.57484 -1.09362 6.86460 0.33
H -3.62652 0.01354 5.92480 0.29
C 1.55487 5.22529 -0.15610 0.16
O 1.76949 4.35906 0.65375 -0.50
N 0.36078 5.90627 -0.31383 0.22
C 0.10263 7.06040 -1.14643 -0.81
C -0.87072 5.43359 0.36902 -1.05
H 2.30300 5.46829 -0.92646 0.29
H 1.03327 7.27419 -1.67208 0.29
H -0.21812 7.99475 -0.68577 0.31
H -0.69381 6.78127 -1.83626 0.31
H -1.33499 6.17258 1.02204 0.37
H -1.65244 5.27590 -0.37404 0.34
H -0.90021 4.44024 0.81678 0.37
C -2.30779 5.63997 -5.54036 0.16
O -2.55651 6.59754 -6.21966 -0.46
N -1.14514 4.97305 -5.52279 0.13
C -0.87695 3.87358 -4.50821 -0.92
C -0.01162 5.31238 -6.34385 -0.87
H -3.04364 5.30482 -4.79310 0.33
H -1.56707 3.97552 -3.67069 0.33
H 0.07990 4.06843 -4.02390 0.35
H -0.80880 2.89231 -4.97786 0.32
H 0.47240 4.35156 -6.51890 0.36
H -0.15129 5.77666 -7.32009 0.32
H 0.72670 5.84390 -5.74346 0.34
C 0.19109 -6.81263 2.51742 -0.61
O 1.13623 -5.83859 3.01802 -0.30
P 2.42238 -5.35196 2.12868 0.94
O 2.80688 -3.91623 2.26726 -0.60
O 3.64643 -6.34835 2.46483 -0.37
C 3.49005 -7.74462 2.74825 -0.62
O 2.12140 -5.81596 0.57106 -0.24
C 2.69385 -5.16326 -0.53778 -0.72
H -0.80248 -6.37239 2.60164 0.20
H 0.29978 -7.58305 3.28079 0.32
H 0.30801 -7.33228 1.56643 0.33
H 3.33762 -7.85437 3.82194 0.28
H 4.37993 -8.32248 2.49868 0.28
H 2.70478 -8.25895 2.19426 0.28
H 2.89164 -4.11776 -0.30128 0.34
H 2.10437 -5.19161 -1.45419 0.23
H 3.60005 -5.68505 -0.84538 0.27
C 7.40233 -1.65088 -2.47605 -0.66
O 6.79475 -1.04022 -1.37556 -0.33
P 6.07985 0.36510 -1.61717 1.03
O 5.20957 0.76204 -0.44806 -0.64
O 7.32326 1.42405 -2.03914 -0.35
C 6.96515 2.76270 -2.47790 -0.55
O 5.22845 0.22797 -2.95392 -0.27
C 4.12572 1.08554 -3.35283 -0.69
H 7.40032 -1.09673 -3.41467 0.29
H 7.00090 -2.65287 -2.62765 0.27
H 8.45731 -1.85293 -2.29085 0.29
H 7.76075 3.21544 -3.06964 0.28
H 6.76757 3.55081 -1.75130 0.26
H 6.17995 2.58173 -3.21193 0.22
H 3.18771 0.56668 -3.15533 0.25
H 4.13175 1.30146 -4.42121 0.27
H 4.09468 1.98495 -2.73785 0.33
```

HOMO energy: -13.1 eV
Gap between HOMO and LUMO: 1.35 eV
Charge: +2

***

Density functional theory data (ωB97M-V/def2-TZVPD) for a structure of composition C24H50CeClNO2P2Si2 at a distorted geometry.

The geometry in XYZ format:
```
83
Properties=species:S:1:pos:R:3:mulliken_charge:R:1
Ce -0.09875 0.15688 0.34823 -1.13
C -2.01658 -1.61457 -0.69024 -0.84
C -1.88804 -0.57403 -1.66750 0.44
C -0.61675 -0.75586 -2.32792 -0.36
Si -3.25883 0.73473 -1.84982 0.30
C 0.05236 -1.86387 -1.70518 -0.28
C -0.80199 -2.36923 -0.66048 0.25
Si -0.59012 -3.73238 0.64681 0.19
H -2.89942 -1.79344 -0.04686 0.33
H -0.26641 -0.19601 -3.21491 0.44
H 1.00834 -2.31103 -2.03220 0.46
Cl 4.44784 2.52699 -0.21044 -0.63
C -2.25069 -4.21407 1.33202 -1.22
C 0.22848 -5.19632 -0.14734 -1.14
C -4.82337 0.10661 -1.06622 -1.19
C -3.53852 1.08094 -3.65312 -1.19
H -0.54318 -5.74994 -0.70682 0.37
H 0.64574 -5.87128 0.61528 0.37
H 1.02671 -4.92094 -0.84583 0.35
H -2.69582 -3.38669 1.90144 0.31
H -2.14247 -5.07462 2.00716 0.38
H -2.94287 -4.50003 0.52384 0.34
H -4.12643 0.24669 -4.06921 0.37
H -2.61004 1.16621 -4.22912 0.36
H -4.11986 2.00551 -3.78866 0.36
H -5.10527 -0.87514 -1.47925 0.34
H -5.65078 0.80657 -1.24993 0.38
H -4.69176 0.00852 0.02134 0.26
C 0.47096 -3.03509 2.06030 -1.06
C -2.71596 2.31355 -0.93848 -1.04
P 1.68443 -1.79795 1.46306 0.36
H 0.93676 -3.88732 2.58537 0.81
H -0.22047 -2.55902 2.78381 0.40
P -0.89863 2.52606 -0.96641 0.43
H -3.06059 2.21839 0.10962 0.36
H -3.25927 3.16840 -1.37843 0.86
C -0.47310 4.05270 0.05014 0.95
C -0.50940 2.93012 -2.76618 1.25
C 2.91003 -2.80479 0.44144 1.31
C 2.63532 -1.13192 2.94343 1.03
C 2.08424 0.23075 3.36673 -1.35
H 3.66791 -0.97682 2.58127 0.42
C 2.64738 -2.09372 4.12327 -1.60
H 1.63799 -2.18160 4.54346 0.32
H 3.29771 -1.68318 4.90380 0.48
H 3.01078 -3.09960 3.88523 0.31
H 2.06789 0.96369 2.54580 0.17
H 2.72628 0.63829 4.15071 0.57
H 1.06876 0.13919 3.76969 0.29
H 2.29787 -3.32080 -0.31282 -0.49
C 3.61844 -3.86058 1.30209 -1.66
C 3.89189 -1.86891 -0.27947 -1.26
H 2.93594 -4.50427 1.86230 0.31
H 4.31332 -3.38469 2.00306 0.33
H 4.21008 -4.51762 0.63778 0.46
H 3.39179 -1.27437 -1.06449 0.12
H 4.67432 -2.47164 -0.75919 0.51
H 4.36745 -1.16491 0.41489 0.28
H -0.92505 2.09135 -3.34319 -0.46
C 1.01032 2.96660 -2.97920 -1.28
C -1.20730 4.22141 -3.21321 -1.66
H -2.28231 4.23164 -3.02570 0.31
H -1.07098 4.34064 -4.30446 0.46
H -0.75452 5.09375 -2.72869 0.34
H 1.46692 1.96901 -2.85948 0.13
H 1.50298 3.64272 -2.26911 0.28
H 1.22381 3.31413 -3.99784 0.51
C 0.02812 3.66104 1.44079 -1.31
C -1.62345 5.04914 0.14223 -1.61
H 0.37435 4.52086 -0.47739 0.41
H -2.43717 4.63343 0.74788 0.31
H -2.03479 5.35218 -0.82784 0.32
H -1.26457 5.95594 0.64304 0.48
H -0.76929 3.20682 2.04156 0.26
H 0.36870 4.56369 1.95446 0.57
H 0.87882 2.96231 1.40770 0.18
C 2.08222 1.12557 -0.19988 -1.32
H 2.42579 0.77332 -1.18608 0.25
H 2.09170 2.22974 -0.27771 0.53
H 2.90387 0.86315 0.49400 0.47
O -0.80034 1.06360 2.74206 -0.26
N -1.99866 0.60704 2.69550 -0.07
O -2.33077 0.15843 1.56371 -0.31
```

HOMO energy (spin up / spin down): -6.5 / -6.5 eV
Gap between HOMO and LUMO (spin up / spin down): 5.39 / 5.39 eV
Charge: 0

***

Density functional theory data (ωB97M-V/def2-TZVPD) for a structure of composition C24H50Cl2CuN7O8 at a distorted geometry.

The geometry in XYZ format:
```
92
Properties=species:S:1:pos:R:3:mulliken_charge:R:1
C 9.02568 -0.92946 0.14401 -1.01
C 7.89839 -0.48114 -0.78510 -0.69
N 6.67815 -0.13677 -0.05514 0.22
C 5.59000 -0.94955 0.16285 -1.29
C 4.59381 -0.17914 0.65797 0.20
N 5.10460 1.09653 0.77408 0.29
C 6.35310 1.08626 0.34146 -0.02
C 4.33986 2.26248 1.18340 -0.75
H 9.68788 -1.56984 -0.44220 0.34
H 8.68035 -1.54262 0.97026 0.33
H 9.61632 -0.06750 0.44258 0.32
H 7.67924 -1.26391 -1.51203 0.39
H 8.14640 0.35030 -1.44232 0.39
H 5.65471 -1.95523 -0.21577 0.46
H 3.55768 -0.38451 0.87348 0.26
H 6.94690 1.97170 0.18407 0.44
H 3.81405 2.73777 0.35692 0.25
H 5.03894 2.96581 1.62463 0.43
H 3.53690 1.97770 1.85459 0.19
Cu 0.40515 2.06335 -1.97137 0.35
C 0.89399 0.03756 -0.31003 0.70
O 1.03675 -0.70576 0.67298 0.10
O -0.25988 0.26670 -0.86593 0.56
O 1.76701 0.89076 -0.72107 -1.02
Cl 3.33345 -2.01529 4.38379 -0.21
C 2.08561 -0.99447 3.60632 0.77
C 0.71540 -1.61776 3.52403 1.00
Cl 0.24274 -2.43454 5.04951 -0.20
H 2.47022 -0.71934 2.62932 -0.79
H 2.07109 -0.06936 4.18445 0.29
H 0.67791 -2.32800 2.69743 -0.19
H -0.04941 -0.90389 3.24696 -0.70
C -2.31160 2.71899 -0.40685 1.07
O -1.32107 3.12165 -0.99729 -0.83
N -3.53816 3.16988 -0.63528 0.22
C -4.72169 2.68118 0.04869 -0.84
C -3.77042 4.25124 -1.60861 -1.06
H -2.25512 1.88399 0.30115 -0.30
H -4.53204 1.72829 0.54939 0.14
H -5.47986 2.38452 -0.67840 0.39
H -5.05810 3.44924 0.73900 0.32
H -3.85881 5.17550 -1.03969 0.33
H -2.97305 4.29352 -2.34070 0.27
H -4.70293 4.00289 -2.11066 0.38
C -2.47065 -1.40134 1.27769 -0.11
O -2.41672 -1.62932 2.46049 -0.68
N -3.62177 -1.32569 0.60429 0.31
C -3.62823 -1.02446 -0.80336 -0.74
C -4.84821 -1.62360 1.33025 -1.16
H -1.58876 -1.12396 0.68495 0.45
H -2.62401 -0.74793 -1.13570 -0.20
H -4.26657 -0.16594 -1.03283 0.32
H -3.87268 -1.88323 -1.43525 0.51
H -4.85683 -2.67899 1.61608 0.38
H -4.86714 -1.04135 2.24886 0.34
H -5.71647 -1.47544 0.69307 0.35
C -0.86438 -3.11760 -1.91129 0.52
O -1.65339 -3.16871 -2.84604 -0.71
N -0.03713 -4.12361 -1.55999 0.10
C 0.76809 -4.01815 -0.37854 -0.59
C -0.15718 -5.40423 -2.22283 -1.02
H -0.78927 -2.21851 -1.28546 0.06
H 1.76519 -4.43177 -0.57295 0.42
H 0.36375 -4.51307 0.50289 0.32
H 1.04674 -2.98873 -0.14517 -0.16
H 0.73274 -5.61473 -2.82819 0.31
H -0.17316 -6.22358 -1.50251 0.34
H -1.01852 -5.37743 -2.87862 0.34
C -1.96586 0.27564 -3.59660 0.17
O -1.29985 1.28651 -3.34592 -0.70
N -3.20904 0.31301 -4.13670 0.14
C -4.01517 -0.90654 -4.14969 -0.78
C -3.89570 1.55224 -4.39358 -0.92
H -1.64617 -0.76392 -3.43943 0.31
H -4.77519 -0.92690 -3.36332 0.29
H -3.36615 -1.75213 -3.91542 0.21
H -4.50157 -1.03746 -5.11483 0.35
H -4.66644 1.83412 -3.67352 0.23
H -3.13825 2.33237 -4.42028 0.31
H -4.38226 1.51239 -5.36849 0.35
C 0.64340 2.55401 2.26702 0.18
O 1.39910 3.50122 2.38644 -0.71
N -0.37045 2.30188 3.10915 0.27
C -1.37622 1.33692 2.71969 -0.83
C -0.76885 3.25712 4.15086 -1.10
H 0.73635 1.82382 1.45491 0.36
H -2.35537 1.74106 2.46248 0.60
H -1.46429 0.54242 3.46207 0.63
H -0.93583 0.78643 1.88322 -0.60
H 0.06329 3.90608 4.39272 0.35
H -1.57030 3.84632 3.69592 0.36
H -1.15478 2.68507 4.98850 0.32
```

HOMO energy (spin up / spin down): -11.2 / -11.2 eV
Gap between HOMO and LUMO (spin up / spin down): 8.65 / 6.52 eV
Spin multiplicity: 2
Charge: +1

***

Density functional theory data (ωB97M-V/def2-TZVPD) for a structure of composition C24H50ClNO3P2Si2Sn at a distorted geometry.

The geometry in XYZ format:
```
84
Properties=species:S:1:pos:R:3:mulliken_charge:R:1
Sn -0.67229 0.05070 -0.92682 0.42
C -1.06001 -0.00732 2.06784 -0.24
C -2.05608 1.17163 1.97971 -0.02
C -3.31325 0.61968 1.96573 -0.85
Si -1.56561 2.96526 1.98520 0.52
C -3.24384 -0.82289 1.98013 -0.85
C -1.95575 -1.26641 2.00516 0.06
Si -1.28743 -2.99627 2.07203 0.50
H -0.54499 0.01201 3.03865 1.00
H -4.24254 1.18293 1.93374 0.38
H -4.13231 -1.46599 1.95868 0.34
Cl 2.12481 0.18016 -5.06922 -0.27
C -0.74152 -3.31091 3.83148 -1.35
C -2.61331 -4.20184 1.55858 -1.10
C -1.20284 3.42572 3.76305 -1.35
C -2.94722 3.98188 1.25945 -1.15
H -3.60353 -3.74835 1.70342 0.35
H -2.54381 -5.08580 2.20939 0.36
H -2.52877 -4.52681 0.51402 0.18
H 0.27394 -2.92278 4.00859 0.30
H -0.75130 -4.39206 4.03759 0.40
H -1.43434 -2.81084 4.52522 0.36
H -3.90995 3.51070 1.49996 0.34
H -2.87419 4.08332 0.16929 0.22
H -2.93095 4.98223 1.71435 0.33
H -1.96600 2.98275 4.41518 0.37
H -1.22134 4.51694 3.87791 0.38
H -0.21620 3.04633 4.06316 0.32
C 0.27294 -3.15918 0.99362 -0.98
C 0.06861 3.23158 1.04160 -1.07
P 0.28496 -2.59401 -0.74470 -0.08
H 0.57846 -4.22056 1.04334 0.98
H 1.06074 -2.57545 1.51159 0.23
P 0.23604 2.62307 -0.67091 0.43
H 0.83928 2.73096 1.65263 0.14
H 0.28903 4.31170 1.06999 0.92
C 2.07601 2.75277 -0.96970 0.31
C -0.61901 3.83804 -1.79383 0.64
C -0.90169 -3.68805 -1.68761 0.83
C 1.99343 -3.07282 -1.34147 0.79
C 2.98354 -1.92576 -1.10078 -1.13
H 1.88224 -3.22710 -2.42837 0.38
C 2.53384 -4.35454 -0.70411 -1.71
H 2.69041 -4.22084 0.37222 0.33
H 3.50858 -4.57742 -1.15667 0.50
H 1.89145 -5.22703 -0.86306 0.28
H 2.80917 -1.08251 -1.77814 0.10
H 4.00459 -2.28681 -1.28790 0.56
H 2.94333 -1.57343 -0.05882 0.19
H -1.87771 -3.42768 -1.24579 0.35
C -0.66457 -5.18853 -1.51143 -1.80
C -0.92087 -3.31109 -3.17710 -1.45
H -0.62087 -5.50859 -0.46220 0.35
H 0.25143 -5.51202 -2.02169 0.39
H -1.50044 -5.72731 -1.98041 0.46
H -1.19645 -2.26187 -3.34347 0.19
H -1.66469 -3.93565 -3.68813 0.49
H 0.05274 -3.49352 -3.65332 0.31
H -1.67090 3.50394 -1.73763 0.37
C -0.14577 3.68720 -3.24674 -1.35
C -0.56597 5.29776 -1.33494 -1.39
H -1.01406 5.45480 -0.34903 0.22
H -1.13695 5.90243 -2.05302 0.51
H 0.45857 5.69071 -1.32211 0.17
H -0.33540 2.68640 -3.64785 0.23
H 0.92725 3.90099 -3.35447 0.25
H -0.69237 4.40699 -3.87081 0.49
C 2.82388 1.69808 -0.14217 -1.43
C 2.63207 4.14461 -0.67117 -1.56
H 2.21772 2.53437 -2.04107 0.59
H 2.40980 4.45506 0.35914 0.25
H 2.26776 4.90965 -1.36245 0.33
H 3.72488 4.11002 -0.77452 0.49
H 2.72441 1.86020 0.94222 0.26
H 3.89473 1.74393 -0.39270 0.59
H 2.47888 0.67581 -0.34225 -0.02
C 0.83491 0.09183 -3.19237 -1.65
H 1.47646 0.74764 -2.60488 0.54
H -0.06547 0.48644 -3.65118 0.47
H 0.92060 -0.98939 -3.06198 0.64
O 2.35272 -0.79197 2.48400 -0.52
N 1.59216 0.03609 3.01676 0.39
O 1.85782 1.24466 3.13733 -0.59
O -0.09164 0.02143 1.05704 -0.17
```

HOMO energy: -6.1 eV
Gap between HOMO and LUMO: 3.91 eV
ΔE to the lowest compared entry with this formula, charge and spin: 0.901 eV
Charge: 0